{
  "formula": "C15H31BrP2Re",
  "method": "ωB97M-V with the def2-TZVPD basis set",
  "s_squared": 3.781,
  "de_lowest_kj_mol": 131.1,
  "lumo_ev": [-7.91, -8.93],
  "spin_multiplicity": 4,
  "homo_energy_ev": [-14.46, -14.53],
  "total_charge": 2,
  "orbital_gap_ev": [6.55, 5.60],
  "species": ["P", "P", "C", "C", "H", "H", "H", "H", "C", "H", "H", "H", "C", "H", "H", "H", "C", "H", "H", "H", "C", "H", "H", "H", "Re", "C", "C", "C", "C", "C", "C", "C", "C", "C", "H", "H", "H", "H", "H", "H", "H", "H", "H", "H", "H", "H", "H", "H", "H", "Br"],
  "xyz": [[0.25566, -1.97679, -2.26560], [-0.05163, 1.91589, -2.01777], [0.04086, -0.61355, -3.54472], [0.39976, 0.88301, -3.45738], [-0.90055, -0.73640, -4.10710], [0.85057, -1.03745, -4.16234], [1.44989, 1.04123, -3.77073], [-0.22575, 1.38828, -4.19326], [-1.64366, 2.72215, -2.51506], [-1.84271, 3.48458, -1.75679], [-2.45925, 1.98951, -2.49258], [-1.63606, 3.19951, -3.49837], [1.22005, 3.18120, -1.81086], [1.27990, 3.93238, -2.62675], [2.20320, 2.68920, -1.70708], [0.97048, 3.71491, -0.87878], [-0.93300, -3.34363, -2.45597], [-0.70596, -4.04801, -1.63437], [-0.87142, -3.84610, -3.43983], [-1.94425, -2.92170, -2.28479], [1.98748, -2.48642, -2.17986], [2.56594, -1.58251, -1.88281], [2.37356, -2.92705, -3.12831], [2.05735, -3.21402, -1.34926], [-0.69981, -0.15582, -1.35052], [0.39895, 1.65974, -6.26423], [-0.94925, 1.70122, -6.07262], [-1.88639, 0.99512, -6.99906], [-1.48024, -0.48852, -7.37019], [-0.73192, -1.26622, -6.31654], [0.61900, -1.35604, -6.20373], [1.56174, -0.56280, -7.05671], [1.14157, 0.93659, -7.35242], [0.05293, -1.13493, 0.39405], [1.06367, 2.28941, -5.63961], [-1.41101, 2.41229, -5.35504], [-1.91899, 1.58976, -7.93507], [-2.90947, 0.99626, -6.58298], [-2.42395, -1.04907, -7.53971], [-0.85497, -0.43426, -8.26897], [-1.37857, -1.89639, -5.68285], [1.08472, -2.14518, -5.57153], [1.61164, -1.11649, -8.01581], [2.58011, -0.58360, -6.63040], [2.08620, 1.49592, -7.49852], [0.53303, 0.91011, -8.26555], [0.76124, -0.46337, 0.91157], [0.55705, -2.09925, 0.23361], [-0.77824, -1.32266, 1.10301], [-1.47240, 1.33697, 0.60879]],
  "atomic_forces_ev_per_a": [[0.0, -1.1, -0.3], [-0.5, 1.8, -1.9], [-0.7, -1.1, -0.4], [0.9, 1.6, 0.0], [0.7, -0.1, 0.2], [-0.7, 0.3, -0.1], [-0.5, -0.1, 0.4], [0.4, -0.6, -0.2], [0.3, 0.1, 0.3], [-0.2, -0.1, 0.0], [0.1, 0.1, 0.1], [0.3, -0.1, 0.2], [0.5, 0.1, 0.9], [-0.4, -0.7, 0.2], [-0.4, 0.3, 0.1], [0.3, -0.1, -0.3], [0.0, 0.1, -0.3], [-0.1, 0.2, -0.4], [0.0, 0.2, 0.5], [0.5, -0.4, -0.2], [0.2, 0.3, 0.2], [-0.2, -0.6, -0.3], [-0.4, 0.3, 0.7], [0.1, 0.2, -0.5], [0.1, 0.8, 4.7], [-0.9, 0.8, 0.4], [1.5, 0.5, -0.9], [-0.5, -0.5, -0.2], [-0.3, 0.5, 0.3], [1.0, -0.7, 0.0], [-1.4, -0.4, -0.6], [0.2, 0.2, -0.2], [0.3, -0.7, 0.0], [0.1, -1.1, 0.9], [-0.6, -0.3, -0.2], [0.5, -0.5, -0.5], [-0.2, -0.4, 0.4], [0.4, 0.0, -0.2], [0.7, 0.4, -0.4], [-0.5, -0.4, 0.1], [0.4, 0.1, -0.2], [-0.4, 0.5, -0.4], [0.3, 0.5, 0.2], [-0.4, 0.0, -0.1], [-0.6, -0.3, -0.4], [0.4, 0.4, 0.2], [-0.3, -0.1, -0.4], [-0.1, 0.3, 0.3], [0.4, 0.2, -0.4], [-0.2, -0.4, -1.0]]
}



{
  "formula": "C41H44Br9N5O16",
  "method": "ωB97M-V with the def2-TZVPD basis set",
  "de_lowest_kj_mol": 538.2,
  "lumo_ev": -0.92,
  "homo_energy_ev": -10.04,
  "total_charge": 0,
  "orbital_gap_ev": 9.12,
  "species": ["C", "C", "C", "C", "C", "C", "N", "O", "O", "H", "H", "H", "H", "H", "C", "C", "C", "C", "C", "C", "N", "O", "O", "H", "H", "H", "H", "H", "C", "C", "C", "C", "C", "C", "N", "O", "O", "H", "H", "H", "H", "H", "C", "C", "C", "C", "C", "C", "N", "O", "O", "H", "H", "H", "H", "H", "C", "C", "C", "C", "C", "C", "N", "O", "O", "H", "H", "H", "H", "H", "C", "C", "O", "C", "O", "O", "C", "H", "H", "H", "H", "H", "H", "H", "H", "C", "C", "O", "C", "O", "O", "C", "H", "H", "H", "H", "H", "H", "H", "H", "C", "Br", "Br", "Br", "H", "C", "Br", "Br", "Br", "H", "C", "Br", "Br", "Br", "H"],
  "xyz": [[-1.30450, 8.13685, 7.42519], [-1.80477, 7.69639, 8.61529], [-1.70328, 6.34761, 8.99836], [-1.19056, 5.45411, 8.07340], [-0.74710, 5.88044, 6.78219], [-0.90561, 7.24401, 6.46440], [-1.31377, 3.95481, 8.28244], [-2.13191, 3.50272, 9.08642], [-0.70898, 3.28233, 7.48408], [-1.27794, 9.19786, 7.22528], [-2.30259, 8.42565, 9.23720], [-2.00218, 6.12893, 10.01287], [-0.38079, 5.22661, 6.00455], [-0.56159, 7.61471, 5.51013], [0.28716, -5.50153, 4.54105], [-0.22752, -4.39241, 3.92842], [-1.42564, -4.39831, 3.20309], [-2.02152, -5.66169, 2.92547], [-1.47170, -6.81241, 3.52548], [-0.30145, -6.74477, 4.29323], [-3.02268, -5.85247, 1.92258], [-3.43016, -4.91940, 1.22809], [-3.47765, -7.00076, 1.76082], [1.16934, -5.49949, 5.16407], [0.24321, -3.47574, 4.25172], [-1.96490, -3.53018, 2.85386], [-1.92131, -7.77083, 3.31175], [0.04117, -7.66502, 4.74285], [9.85678, -4.14901, -2.01292], [9.21386, -2.91142, -1.98804], [9.82928, -1.87003, -2.61997], [11.07943, -2.04711, -3.27971], [11.71521, -3.29856, -3.20095], [11.12084, -4.38871, -2.54692], [11.68614, -0.85493, -3.93221], [11.57055, 0.28053, -3.43742], [12.30963, -0.98279, -4.94424], [9.39208, -4.93777, -1.43995], [8.27163, -2.77416, -1.47837], [9.34535, -0.90550, -2.66310], [12.69901, -3.39123, -3.63679], [11.59633, -5.35656, -2.48696], [-0.12568, -0.96654, -2.86936], [0.65230, 0.01966, -2.21137], [-0.05435, 1.07765, -1.65492], [-1.44495, 1.23203, -1.77279], [-2.20954, 0.18021, -2.26734], [-1.50055, -0.93624, -2.76563], [-2.12900, 2.38245, -1.10457], [-1.48703, 3.16237, -0.38506], [-3.37447, 2.46575, -1.28189], [0.43672, -1.78178, -3.30004], [1.72867, -0.06864, -2.21654], [0.52633, 1.85489, -1.18046], [-3.28789, 0.18492, -2.32688], [-2.06642, -1.74115, -3.21094], [-8.38005, 10.54831, -0.22300], [-8.94223, 9.52069, 0.54012], [-10.26339, 9.61310, 0.87873], [-11.08601, 10.68611, 0.44529], [-10.45276, 11.67043, -0.27556], [-9.07028, 11.66382, -0.56936], [-12.52039, 10.68284, 0.80736], [-12.92976, 9.81353, 1.56889], [-13.31596, 11.43845, 0.21609], [-7.31653, 10.47827, -0.39745], [-8.36281, 8.68288, 0.89893], [-10.66984, 8.88483, 1.56490], [-10.99657, 12.50419, -0.69451], [-8.47826, 12.46242, -0.99144], [2.52883, -3.81294, -9.34376], [1.23229, -4.64909, -9.29836], [1.33385, -5.84102, -8.54211], [0.33659, -6.56064, -8.23299], [-0.85913, -6.20271, -8.15788], [0.85335, -7.70003, -7.77078], [-0.04568, -8.75810, -7.51527], [2.46634, -2.93692, -9.98936], [3.32993, -4.35255, -9.84887], [2.89036, -3.49827, -8.36479], [0.86814, -4.94117, -10.28334], [0.52049, -3.96798, -8.83196], [-0.77368, -8.46778, -6.75775], [0.45117, -9.67917, -7.21054], [-0.74456, -8.86447, -8.34494], [7.14951, -1.22217, 4.14861], [6.28570, 0.05519, 3.96312], [7.04317, 0.82118, 3.03510], [6.53644, 1.95811, 2.60801], [5.55999, 2.52364, 2.95166], [7.35601, 2.45885, 1.57197], [7.21486, 3.74664, 0.95163], [6.71108, -2.21479, 4.25152], [7.81348, -0.97422, 4.97672], [7.77093, -1.45966, 3.28517], [6.02741, 0.48113, 4.93262], [5.41919, -0.29788, 3.40400], [7.66692, 4.45135, 1.64956], [6.22255, 4.10047, 0.67192], [7.75562, 3.84617, 0.01047], [2.85352, -10.06137, -0.45216], [3.16175, -11.53238, -1.67355], [2.62394, -8.40639, -1.48068], [4.32623, -9.98440, 0.94083], [1.89411, -10.17375, 0.05281], [-9.89640, -2.25163, -5.04596], [-8.44409, -3.07402, -6.14447], [-11.57467, -2.37575, -6.11224], [-9.54508, -0.36800, -4.52660], [-10.05189, -2.84001, -4.14168], [-7.92625, 1.21305, 4.52174], [-7.55861, 3.12354, 4.85085], [-6.58900, 0.13286, 5.39680], [-8.00947, 0.64796, 2.55732], [-8.89134, 0.91283, 4.92987]],
  "atomic_forces_ev_per_a": [[-0.5, 0.6, -0.5], [0.1, -0.6, 0.9], [-0.2, 0.9, -0.3], [0.0, -0.3, -1.0], [-1.2, 0.8, 0.8], [1.5, -1.3, 0.2], [-1.1, 0.4, -0.1], [1.1, 1.0, -0.4], [0.5, -0.4, 0.1], [-0.2, 0.1, -0.2], [0.2, -0.1, 0.5], [-0.2, -0.7, -0.2], [-0.1, -0.3, 0.4], [0.0, -0.1, -0.1], [0.0, -2.1, -0.5], [-0.9, 1.4, 0.8], [-0.5, -1.6, -0.5], [2.5, 0.3, 1.4], [0.4, 0.3, -0.5], [-1.3, 0.4, 0.0], [-2.7, -0.9, -1.7], [1.0, -0.2, 1.1], [0.9, 1.3, 0.6], [0.1, 0.4, 0.0], [-0.2, 0.4, -0.5], [0.5, 0.3, -0.2], [0.0, 0.0, 0.0], [0.3, 0.1, 0.0], [0.0, -0.8, 1.1], [0.7, -0.7, -0.3], [1.1, 1.1, -1.2], [-1.3, -0.6, 1.5], [0.4, 0.7, -0.5], [-0.9, 1.7, -0.5], [0.2, 2.1, 0.8], [-0.9, -1.8, 0.5], [0.6, -1.5, -1.2], [-0.1, -0.3, -0.1], [0.0, -0.1, -0.1], [0.2, 0.2, 0.0], [0.1, -0.1, -0.1], [0.0, 0.1, 0.0], [1.1, 0.5, 1.4], [-2.0, -0.4, -0.9], [0.7, 1.0, 0.0], [0.2, -0.8, 0.8], [1.0, -0.4, -0.4], [-0.7, 0.6, -0.7], [-1.7, 0.9, 0.5], [-0.8, -1.5, -1.5], [2.9, -0.2, 0.3], [-0.4, -0.3, -0.2], [0.0, 0.3, 0.2], [-0.2, 0.2, 0.2], [0.1, 0.2, 0.2], [-0.1, -0.1, 0.1], [1.4, -1.1, 1.0], [-0.3, 0.5, -0.4], [-1.4, 0.0, 0.8], [1.8, -0.9, 0.3], [-0.2, 1.7, -1.0], [-0.9, -0.6, 0.5], [-2.2, -0.2, -1.2], [1.0, 0.7, -0.2], [2.0, -0.5, 0.8], [0.1, 0.1, -0.3], [0.1, 0.0, -0.1], [-0.3, -0.1, -0.2], [-0.4, 0.1, 0.3], [-0.7, 0.3, -0.4], [0.6, -1.2, -0.6], [-0.5, 1.7, -0.1], [3.3, 1.6, -0.9], [-4.3, 0.1, 2.2], [2.7, -1.3, -0.8], [0.2, -0.8, -0.3], [-1.9, 0.4, 0.3], [-0.8, 0.1, 0.2], [0.2, -0.4, 0.3], [-0.2, -0.1, 0.0], [0.1, 0.3, -0.1], [-0.5, -0.4, 0.0], [0.4, 0.1, 0.6], [0.3, 0.4, -0.4], [0.5, -0.5, -0.5], [0.9, 0.4, 0.3], [-0.3, -3.0, -1.1], [0.8, 0.8, 0.0], [1.5, 1.9, -2.7], [-1.4, 0.3, 0.9], [-0.2, -1.7, 0.4], [-0.1, 0.7, 0.9], [-0.9, 0.5, 0.8], [0.2, -0.7, 0.0], [0.1, 0.8, -0.3], [0.1, 0.6, -0.4], [-0.6, 0.6, 0.4], [-0.2, 0.3, -0.1], [-0.4, -0.6, 0.6], [0.4, -1.0, 0.2], [0.5, 0.4, 0.1], [-0.1, 0.3, 0.5], [0.3, -0.4, 0.5], [-1.3, 0.1, -1.1], [0.5, -0.3, 0.1], [-0.2, 0.3, -1.0], [-0.8, 0.7, 1.0], [0.9, 0.1, 0.7], [-0.1, -1.3, -0.4], [0.2, 0.2, -0.3], [0.3, -0.3, -0.9], [-0.4, -1.1, -0.5], [-0.2, 0.2, -0.1], [0.0, 0.8, 1.5], [0.2, 0.4, -0.1]]
}



{
  "formula": "C4H10NO",
  "method": "ωB97M-V with the def2-TZVPD basis set",
  "de_lowest_kj_mol": 138.8,
  "lumo_ev": -3.53,
  "homo_energy_ev": -15.01,
  "total_charge": 1,
  "orbital_gap_ev": 11.49,
  "species": ["C", "C", "N", "C", "C", "O", "H", "H", "H", "H", "H", "H", "H", "H", "H", "H"],
  "xyz": [[-1.21563, -1.60067, 1.48551], [-1.07021, -0.63699, 0.32997], [0.15623, -0.74303, -0.59775], [1.33798, 0.14566, -0.34752], [1.05978, 1.64901, -0.46152], [-0.10244, 1.90951, -0.63980], [-0.27853, -2.05170, 1.75025], [-1.87540, -2.45158, 1.22312], [-1.59812, -1.03966, 2.33028], [-1.91275, -0.56763, -0.32810], [-0.94017, 0.39308, 0.74457], [0.39259, -1.73080, -0.62377], [-0.27634, -0.41799, -1.46068], [2.12028, -0.22560, -1.04848], [1.93197, -0.14955, 0.51849], [1.89384, 2.37199, -0.49793]],
  "atomic_forces_ev_per_a": [[-0.4, -0.9, -1.0], [0.7, 2.5, 1.3], [-1.1, 0.7, 0.8], [2.4, -1.1, -0.3], [-1.2, -1.6, -0.7], [0.4, 1.0, -0.1], [0.7, -0.1, 0.4], [0.2, 0.6, 0.3], [-0.1, -0.2, 0.1], [-0.5, -0.3, -0.3], [-0.4, -0.9, -0.4], [0.4, 0.0, -0.5], [0.5, -0.4, -0.5], [-0.6, 0.8, -0.4], [-0.8, 0.1, 0.9], [-0.2, -0.2, 0.3]]
}



{
  "formula": "C13H28FN4O4",
  "method": "ωB97M-V with the def2-TZVPD basis set",
  "lumo_ev": -4.68,
  "homo_energy_ev": -12.85,
  "total_charge": 1,
  "orbital_gap_ev": 8.17,
  "species": ["C", "C", "N", "C", "O", "O", "C", "C", "C", "O", "N", "C", "C", "C", "C", "O", "C", "N", "N", "C", "C", "F", "H", "H", "H", "H", "H", "H", "H", "H", "H", "H", "H", "H", "H", "H", "H", "H", "H", "H", "H", "H", "H", "H", "H", "H", "H", "H", "H", "H"],
  "xyz": [[1.29066, -3.84786, -0.09039], [2.34796, -2.73847, 0.12307], [1.87735, -1.45059, -0.43597], [1.99742, -0.32935, 0.46684], [3.26541, -0.13913, 0.93830], [1.24613, -0.48041, 1.59416], [-0.09465, -0.72702, 1.28076], [-0.84813, -0.90856, 2.60646], [-0.53215, 0.07205, 3.70334], [-1.01250, 1.38706, 3.44881], [-0.64076, 0.46493, 0.55177], [-1.34366, -0.00014, -0.70114], [-2.25001, 1.09619, -1.25715], [-3.68519, 0.64717, -1.55596], [-3.78812, -0.66579, -2.29278], [-3.02839, -0.67012, -3.48637], [0.35149, 1.36245, 0.21856], [0.10884, 2.67792, 0.43533], [1.47793, 0.89619, -0.28974], [2.51387, 1.89139, -0.61586], [2.12146, 2.87401, -1.71388], [2.92441, 2.58761, 0.48667], [1.64424, -4.56424, -0.81301], [1.07012, -4.36150, 0.82836], [0.39724, -3.40737, -0.49787], [2.51179, -2.65923, 1.18200], [3.25366, -3.02995, -0.38024], [2.33050, -1.23138, -1.31338], [3.91631, -0.28739, 0.23846], [-0.24421, -1.63922, 0.72548], [-1.89641, -0.87148, 2.33891], [-0.60783, -1.89965, 2.96474], [0.52283, 0.08940, 3.94098], [-1.03971, -0.28274, 4.59252], [-0.26796, 1.99383, 3.52608], [-1.94973, -0.83185, -0.38764], [-0.59476, -0.33932, -1.41292], [-1.80405, 1.49948, -2.16079], [-2.32095, 1.92359, -0.56823], [-4.23807, 0.64812, -0.62424], [-4.11496, 1.41315, -2.18551], [-3.48695, -1.51268, -1.67834], [-4.81721, -0.84608, -2.55550], [-2.09545, -0.79807, -3.28009], [-0.28677, 3.24113, -0.29882], [0.29969, 3.14630, 1.30299], [3.38336, 1.37407, -0.99042], [1.56480, 2.32614, -2.46270], [3.02923, 3.24089, -2.15987], [1.54193, 3.66656, -1.28579]],
  "atomic_forces_ev_per_a": [[0.6, 0.5, -0.2], [-1.1, -0.5, -0.5], [0.0, 0.5, 0.4], [0.8, -2.3, -1.1], [0.2, 0.8, 0.0], [-0.1, -0.2, -0.1], [-1.0, 0.5, 1.4], [0.4, 0.4, -0.9], [-0.4, 0.2, 0.5], [0.4, 0.2, -0.4], [0.7, -1.3, 0.0], [-0.6, 1.1, 0.6], [0.0, -0.1, -0.5], [0.5, 0.3, -0.1], [0.3, -0.2, 0.2], [0.1, 0.1, -0.3], [-0.9, -0.8, 0.2], [-0.2, 1.2, -1.3], [1.0, 1.7, 1.7], [0.4, 0.8, -0.9], [0.0, -1.0, 0.5], [-0.1, -0.1, 0.3], [0.1, -0.4, -0.2], [-0.2, -0.2, 0.3], [-0.5, 0.1, -0.1], [0.4, 0.4, 0.4], [0.5, 0.0, 0.1], [-0.1, 0.0, -0.1], [-0.1, -0.1, 0.2], [0.3, -0.1, -0.6], [-0.4, -0.1, 0.2], [0.0, -0.4, 0.2], [0.4, -0.1, -0.1], [-0.1, -0.1, 0.3], [-0.2, -0.1, 0.2], [-0.1, -0.4, 0.2], [0.1, -0.2, -0.1], [0.1, 0.1, -0.3], [0.1, 0.2, 0.4], [-0.3, -0.3, 0.2], [-0.3, 0.3, -0.1], [0.0, -0.1, 0.3], [-0.4, -0.1, -0.3], [-0.2, 0.0, 0.0], [-0.1, 0.0, 0.1], [0.0, -0.3, 0.2], [0.1, -0.6, 0.1], [-0.2, 0.1, -0.3], [0.2, 0.3, -0.1], [-0.1, 0.5, -0.1]]
}



How do the records compare in F_max? In the order shown, they have 4.8; 4.8; 2.9; 2.7 eV Å⁻¹.